Entry 1:
19
Properties=species:S:1:pos:R:3:forces:R:3:mulliken_spin:R:1 method="wB97M-V/def2-TZVPD" e_tot_ev=-10390.64588 lumo_ev="0.9 / -1.8" multiplicity=3
H -1.787 1.501 -0.883 -2.3 0.5 0.1 0.00
C -2.925 1.212 -0.862 3.0 -0.7 -0.6 0.00
C -3.321 -1.241 0.045 3.3 1.4 0.8 0.10
C 1.428 -1.082 1.050 0.7 0.8 -3.0 0.09
C 2.079 0.309 1.087 -1.4 0.4 2.5 0.05
H 2.402 -1.245 -1.018 -0.3 -0.4 0.6 0.04
C 0.433 -1.439 -0.001 4.3 0.7 0.8 0.54
H -3.279 1.215 -1.902 -0.1 0.1 0.4 0.01
H 1.997 -2.854 -0.280 0.6 -1.9 0.1 0.02
H 2.596 0.659 2.036 -0.7 -0.9 -0.9 0.00
H 1.345 1.049 0.847 -0.7 0.7 0.2 0.00
H 1.282 -1.523 1.969 0.2 -1.5 1.9 0.04
N -1.769 -0.820 0.438 -1.6 -1.9 -2.1 0.31
H -3.581 1.747 -0.173 0.4 0.4 -0.3 0.00
C 1.795 -1.834 -0.282 -0.5 1.7 0.5 0.04
H 2.744 0.398 0.319 2.1 0.1 -1.9 0.00
C -2.768 -0.163 -0.332 -0.7 1.6 -0.1 0.03
H -4.057 -1.921 0.159 -1.8 -2.2 0.4 -0.01
N -0.769 -1.486 -0.376 -4.2 1.1 0.6 0.76

Entry 2:
20
Properties=species:S:1:pos:R:3:forces:R:3:nbo_charge:R:1 method="wB97M-V/def2-TZVPD" e_tot_ev=-12444.99760 lumo_ev=0.5
C -1.139 2.323 -0.170 -2.5 2.0 -0.4 -0.48
C 1.198 -0.669 -0.982 0.4 0.4 -1.0 -0.22
O -3.498 -1.103 -0.628 0.8 -0.1 0.1 -0.63
C -0.422 -1.167 0.985 1.7 -0.9 -0.8 -0.24
H 1.131 -0.739 -2.118 0.3 0.3 1.5 0.21
C -2.334 -0.987 -0.275 -1.9 0.1 -1.8 0.77
H -0.047 -0.669 1.844 0.3 0.6 0.7 0.21
C 2.411 -0.770 -0.404 0.0 -1.6 -5.1 -0.40
N -1.829 -1.182 0.931 -0.1 -0.3 2.3 -0.61
H 3.207 -1.113 -1.159 -0.9 0.9 1.3 0.20
H -2.045 1.651 -0.341 1.2 1.2 -0.2 0.23
H -1.226 3.467 -0.209 -0.3 -1.7 0.2 0.22
H -0.027 -2.251 1.065 -0.2 1.4 -0.6 0.18
H 1.019 2.083 0.386 -0.8 0.1 -0.4 0.21
H -1.209 -0.949 -2.047 -0.4 0.8 1.1 0.42
H -2.291 -1.674 1.673 -0.7 0.1 -0.3 0.41
H 2.688 -0.983 0.551 0.2 0.2 2.9 0.20
C -0.085 -0.412 -0.341 -0.2 1.6 1.8 0.15
N -1.280 -0.549 -1.090 0.8 -0.5 -1.3 -0.66
C -0.008 1.804 0.098 2.3 -4.5 0.0 -0.15

Entry 3:
21
Properties=species:S:1:pos:R:3:forces:R:3:nbo_charge:R:1 method="wB97M-V/def2-TZVPD" smiles="C[C@@]1(N)C=CC=CN1C(=O)O" e_tot_ev=-14495.97352 lumo_ev=0.6
C 1.466 -1.411 1.055 0.3 -0.2 0.2 0.08
H 0.498 -0.412 -2.052 -0.1 0.1 0.0 0.39
H 0.328 2.122 -0.260 0.0 0.2 0.0 0.21
C 0.643 1.142 0.074 0.1 0.0 0.0 -0.30
N 0.258 -1.416 0.426 -1.2 3.6 -1.5 -0.50
H -0.910 0.446 -2.196 0.0 0.0 0.0 0.38
C 1.801 0.964 0.716 -0.3 0.1 -0.2 -0.16
C -1.710 0.331 0.349 0.2 0.1 0.0 -0.65
C -0.485 -2.575 0.295 0.1 -0.3 0.1 0.89
C -0.338 0.073 -0.260 1.0 -2.9 1.4 0.34
N -0.429 -0.269 -1.664 -0.2 0.1 -0.2 -0.87
H -2.190 -0.590 0.659 -0.1 -0.1 -0.1 0.25
H -2.350 0.820 -0.382 -0.1 0.1 -0.1 0.21
H -1.343 -1.747 -1.205 0.2 -0.1 0.0 0.51
H 2.439 1.814 0.913 0.0 0.1 -0.1 0.22
O -0.261 -3.552 0.958 -0.1 -0.2 0.0 -0.61
H 1.762 -2.383 1.427 0.1 0.0 0.0 0.24
C 2.235 -0.318 1.190 0.1 -0.3 0.1 -0.37
O -1.454 -2.531 -0.619 -0.3 -0.2 0.0 -0.70
H -1.613 0.979 1.215 0.0 0.0 0.0 0.23
H 3.197 -0.394 1.663 0.1 -0.1 0.1 0.22

Entry 4:
22
Properties=species:S:1:pos:R:3:forces:R:3:nbo_charge:R:1 method="wB97M-V/def2-TZVPD" e_tot_ev=-25324.56291 lumo_ev="-2.8 / -2.8"
H -2.428 1.014 1.916 0.0 0.2 1.1 0.22
C -1.933 0.775 1.015 -0.2 -0.9 -1.2 -0.09
H 3.711 -2.203 0.287 -1.0 0.7 0.1 0.22
H 2.176 -2.307 1.324 0.7 0.9 -0.9 0.25
O 0.188 -2.315 -1.846 -0.5 1.0 2.0 -0.44
N 0.291 0.667 -2.315 1.5 -0.5 -0.8 -0.83
O 0.232 -2.692 0.296 0.0 -1.1 1.0 -0.35
H -1.031 -0.955 1.804 -0.4 0.0 -1.2 0.26
H -2.118 1.902 -2.235 1.0 -0.8 1.6 0.24
C -1.285 -0.410 0.864 1.9 -0.9 1.1 -0.27
H 3.504 -1.335 1.803 0.5 0.2 0.6 0.23
H 0.954 1.383 -1.900 -1.4 -1.7 -0.2 0.40
C -1.751 1.334 -1.306 -0.9 0.4 -1.8 -0.06
H -1.332 -0.493 -2.273 -0.3 -0.1 -0.1 0.27
N -0.022 -1.985 -0.637 0.4 -0.5 -2.3 0.46
H 0.773 -0.167 -2.735 -0.2 1.5 0.8 0.40
C -0.623 -0.721 -0.362 0.5 2.0 0.5 0.24
C 2.984 -1.612 0.907 -0.5 -0.8 0.1 -0.79
S 2.374 -0.016 0.284 -0.9 -1.1 -0.2 -0.09
C -2.225 1.610 -0.094 0.1 0.3 0.3 -0.28
H -2.836 2.447 0.148 -0.5 0.6 -0.4 0.22
C -0.841 0.175 -1.555 0.2 0.5 -0.3 -0.21

Entry 5:
23
Properties=species:S:1:pos:R:3:forces:R:3:nbo_charge:R:1 method="wB97M-V/def2-TZVPD" e_tot_ev=-25835.87635 lumo_ev=3.4 charge=-1
C -1.389 0.994 1.514 2.6 -0.5 -2.4 -0.62
H 0.045 -4.314 -1.120 -0.1 -0.1 -0.1 0.17
O 1.160 3.025 0.997 0.2 -0.4 -0.4 -1.03
H 1.465 -1.198 1.098 0.0 0.2 0.1 0.24
H -0.080 1.429 -1.948 0.1 0.1 0.1 0.36
H 0.887 3.020 1.913 -0.2 0.2 0.5 0.48
H -1.503 -2.834 -2.405 0.0 0.0 0.0 0.20
H -1.517 -0.393 -1.863 0.0 0.0 0.0 0.22
H -0.904 0.536 2.358 0.1 -0.1 0.3 0.20
C 0.063 0.832 -0.034 -1.8 0.8 3.4 -0.14
C -0.009 -0.586 -0.347 -0.3 -0.6 -0.5 -0.11
H -0.061 2.634 -0.833 -0.1 0.0 -0.1 0.39
H -1.539 2.055 1.585 -0.1 0.3 0.0 0.18
O 2.658 1.430 -0.325 -0.2 0.0 -0.1 -1.16
C -0.009 -3.252 -0.919 -0.2 -0.1 -0.2 0.00
N -0.429 1.708 -1.034 -0.1 0.3 -0.6 -0.87
N 0.787 -2.813 0.045 0.2 -0.4 0.1 -0.43
C 0.789 -1.521 0.320 0.0 0.1 0.0 0.05
H -2.226 0.446 1.114 -0.2 -0.1 -0.1 0.18
C -0.861 -2.428 -1.633 0.0 -0.1 0.0 -0.27
P 1.637 1.443 0.755 0.2 0.4 -0.3 2.33
C -0.863 -1.076 -1.340 0.2 0.1 0.2 -0.20
O 1.897 0.862 2.102 -0.4 -0.1 0.1 -1.18

Entry 6:
25
Properties=species:S:1:pos:R:3:forces:R:3:nbo_charge:R:1 method="wB97M-V/def2-TZVPD" e_tot_ev=-43851.82446 lumo_ev=-0.7
O -1.651 0.576 0.606 -1.2 0.1 -1.2 -0.76
H 2.384 2.268 1.545 1.4 1.3 -0.2 0.21
P -3.059 -0.378 -2.775 0.2 -0.1 0.2 1.36
H 1.379 -1.445 3.177 -0.6 0.5 -0.2 0.21
N -1.587 -0.120 -3.207 0.3 0.0 -0.3 -1.34
H -3.867 0.164 -0.647 -0.3 0.1 -0.3 0.43
H 0.190 -2.292 -2.485 -0.7 -0.8 2.8 0.46
C 1.064 -0.568 2.582 0.6 -2.7 0.6 -0.18
C 0.555 1.501 0.985 -1.1 -0.7 -0.1 -0.28
C -0.125 -0.634 1.891 1.0 2.8 0.0 -0.28
H -0.800 -1.404 1.997 -1.4 -1.6 0.2 0.23
P -2.004 1.542 -0.716 0.2 -0.3 0.0 0.91
H 0.409 2.319 0.308 -0.4 0.4 -0.2 0.21
C 0.924 -1.381 -1.034 2.1 1.0 2.5 0.08
P -0.494 0.609 -2.174 0.1 -0.8 0.8 1.44
N -3.210 0.481 -1.353 -0.6 -0.1 0.5 -1.29
C 1.753 1.454 1.657 -0.9 -0.2 -0.6 -0.17
H 0.046 1.650 -2.805 0.2 1.5 -1.0 -0.07
H 2.906 0.169 3.018 0.8 0.6 0.0 0.22
H 0.726 -1.158 0.025 0.4 -1.3 -0.2 0.18
O 0.081 -2.387 -1.450 -0.5 0.0 -4.0 -0.71
C -0.421 0.478 1.105 2.0 0.7 1.4 0.32
N 0.751 -0.080 -1.580 0.0 -0.5 -1.6 -1.06
H 2.012 -1.745 -1.103 -1.2 0.8 -0.2 0.14
C 2.039 0.379 2.432 -0.4 -0.7 1.0 -0.25

Entry 7:
23
Properties=species:S:1:pos:R:3:forces:R:3:nbo_charge:R:1 method="wB97M-V/def2-TZVPD" smiles="C=[S@H](=O)NC(=O)c1cc[n+](C)nc1" e_tot_ev=-26808.86929 lumo_ev="-6.5 / -6.5" charge=+1
C 0.565 -0.764 1.002 -1.4 1.3 -0.4 -0.14
N 2.618 -0.182 -0.013 -1.8 -0.1 0.6 -0.04
C 0.825 1.117 -0.471 -1.1 -0.3 0.6 0.08
H -3.945 0.741 -1.004 0.4 -0.5 0.7 0.02
N 2.078 0.844 -0.644 1.2 -0.1 -0.3 -0.13
H 4.304 -1.401 -0.214 -0.1 0.0 0.0 0.24
O -4.475 -1.499 -0.800 0.3 -1.1 -0.6 -0.91
O -1.867 1.869 0.429 1.1 0.2 0.1 -0.43
C -1.379 0.796 0.456 -6.4 -2.6 -0.4 0.71
H 0.449 1.976 -1.009 0.0 0.1 0.0 0.26
H -4.987 1.095 1.587 0.2 0.4 0.1 0.24
H -2.207 -1.428 0.327 0.0 -0.4 -0.2 0.41
C 4.030 -0.349 -0.230 1.4 -0.1 -0.2 -0.43
C -5.183 0.175 1.083 1.7 -0.4 -2.1 -1.05
H 2.438 -1.787 1.288 0.1 0.0 0.0 0.26
H -0.006 -1.388 1.669 0.0 -0.2 0.1 0.28
C -0.031 0.341 0.359 2.8 -0.9 0.1 -0.10
C 1.905 -0.985 0.802 0.8 0.3 -0.5 0.09
H -5.903 -0.533 1.432 -0.1 -0.4 -0.1 0.26
H 4.283 0.092 -1.193 -0.1 -0.1 0.1 0.27
N -2.566 -0.492 0.424 4.9 2.7 0.4 -0.98
H 4.594 0.178 0.543 -0.2 0.0 0.0 0.25
S -4.115 -0.308 -0.107 -3.5 2.2 2.1 1.84

Entry 8:
25
Properties=species:S:1:pos:R:3:forces:R:3:nbo_charge:R:1 method="wB97M-V/def2-TZVPD" e_tot_ev=-30913.90936 lumo_ev="2.8 / 2.4" charge=-1
C -2.648 -0.636 0.185 -0.1 0.0 0.3 -0.24
N 0.936 1.500 -0.261 -0.4 -0.6 0.4 -0.14
H 1.050 -1.611 0.720 0.0 0.1 0.2 0.26
C 2.561 3.403 0.522 -0.1 0.0 -0.5 -0.29
C 0.067 -1.152 0.839 0.0 -0.2 0.2 -0.52
S 0.724 -1.093 -1.829 0.1 -0.7 0.1 2.39
C -1.004 -2.196 1.176 0.1 0.1 0.0 -0.44
C -0.271 -0.497 -0.437 2.3 0.8 -0.7 -0.06
H -0.912 -3.012 0.453 0.0 -0.1 0.1 0.24
O 2.076 -1.249 -1.318 -0.2 0.2 0.0 -1.01
O 0.593 -0.159 -2.932 -0.1 0.1 0.1 -1.01
H -3.643 -0.234 0.061 -0.1 0.0 0.0 0.21
H 3.262 4.020 1.080 0.0 0.0 0.0 0.18
H 3.022 3.013 -0.392 0.0 0.1 0.1 0.19
H -0.842 -2.602 2.178 0.0 0.0 -0.1 0.20
C -2.372 -1.601 1.056 0.0 -0.1 0.1 -0.15
N -2.001 0.535 -1.768 -0.2 0.1 0.0 -0.57
C -1.623 -0.125 -0.739 -0.9 0.5 -0.4 0.11
H 1.672 3.981 0.248 0.1 0.0 0.0 0.18
N 1.345 1.400 0.846 -1.1 -1.4 -0.3 0.04
H 0.125 -0.397 1.636 0.0 0.0 -0.1 0.23
H -1.206 0.762 -2.371 0.1 -0.1 0.2 0.38
O 2.208 2.338 1.388 0.7 0.8 0.4 -0.39
H -3.146 -2.019 1.689 -0.2 0.1 0.0 0.19
O 0.027 -2.369 -2.032 0.1 0.2 0.0 -1.01

Entry 9:
22
Properties=species:S:1:pos:R:3:forces:R:3:nbo_charge:R:1 method="wB97M-V/def2-TZVPD" e_tot_ev=-24762.11508 lumo_ev=-5.4 charge=+1
C 0.640 0.170 1.305 -2.5 1.8 -1.8 0.34
N -1.722 2.401 -1.142 0.8 0.5 0.9 -0.25
H 3.147 -1.069 3.362 -2.1 -0.6 -1.8 0.27
H -3.634 3.238 -1.811 1.8 -0.7 1.0 0.16
H 1.451 -2.823 3.803 -0.7 -1.0 4.9 0.22
C -0.613 -0.380 -3.097 1.8 -1.4 -0.6 -0.34
C 0.401 0.406 -1.116 0.5 0.7 -0.9 0.66
N -1.783 1.333 -1.956 -0.1 0.6 0.6 -0.43
H 2.639 -1.222 1.656 1.5 0.7 -4.4 0.21
H 2.258 -3.527 2.336 -1.2 1.7 1.5 0.25
C -0.686 0.502 -2.115 -1.1 0.2 0.5 0.02
C 1.576 -2.685 2.843 4.3 -0.4 -5.9 -0.62
H -2.741 4.066 -0.398 0.7 -1.0 -0.7 0.21
H -1.403 -0.331 -3.873 0.9 -0.6 0.4 0.24
O 1.545 0.198 -1.367 -0.1 -0.2 -0.2 -0.44
H 0.317 -1.089 -3.027 -2.3 1.3 -0.8 0.25
H -2.717 1.212 -2.307 0.1 -1.0 -0.8 0.39
C 2.295 -1.347 2.570 -1.0 -0.5 6.6 -0.35
S 0.895 0.016 2.862 1.7 -0.9 1.5 0.45
C -2.683 3.214 -1.122 -2.4 1.7 -0.3 -0.13
H 0.695 -2.797 2.291 -1.5 0.2 -0.7 0.22
N 0.123 0.516 0.303 0.8 -1.0 0.8 -0.33

Entry 10:
25
Properties=species:S:1:pos:R:3:forces:R:3:nbo_charge:R:1 method="wB97M-V/def2-TZVPD" e_tot_ev=-21563.76256 lumo_ev=-0.9
H 0.188 2.181 -0.444 0.0 1.2 0.0 0.23
C 0.499 -0.424 1.331 -0.1 3.1 4.6 0.33
N 0.827 0.472 2.306 1.0 0.7 -1.3 -0.42
N -1.838 -0.919 -0.679 -0.9 1.4 -0.2 0.50
H -0.670 -2.228 1.952 -0.4 0.8 -0.2 0.24
C 0.264 -1.579 -1.757 3.8 -1.0 -0.4 -0.71
N 0.231 0.265 0.221 -2.2 -2.0 -4.0 -0.34
H -1.153 0.331 -3.206 0.7 0.0 1.2 0.25
H 0.134 1.245 -2.400 0.7 0.3 -0.1 0.25
O -2.094 -2.073 -0.493 0.7 -1.1 0.0 -0.35
C -0.498 -0.462 -1.310 0.2 2.1 4.4 0.36
O 1.899 2.946 3.283 -0.2 0.3 -0.2 -0.34
O 1.172 3.972 1.493 0.1 -1.0 0.9 -0.40
O -2.610 -0.017 -0.438 0.0 0.2 0.2 -0.36
C 0.847 1.719 1.684 -1.0 -1.3 0.3 0.14
H 0.822 -2.056 2.742 0.5 0.6 -0.3 0.26
H 0.685 -2.350 1.012 1.2 -2.2 -1.4 0.21
H 1.013 -1.995 -1.048 -0.7 0.4 -0.1 0.26
C 0.330 1.620 0.440 0.6 -1.6 -1.3 -0.07
C -0.745 0.675 -2.198 0.7 -1.8 -3.1 -0.68
H -0.337 -2.376 -2.037 -1.4 -1.5 -0.4 0.27
H 0.868 -1.366 -2.645 -0.2 0.4 0.1 0.24
H -1.490 1.242 -1.830 -2.3 2.2 1.4 0.26
C 0.326 -1.802 1.808 -0.9 -0.6 0.0 -0.65
N 1.331 2.977 2.214 0.0 0.2 -0.1 0.52

Entry 11:
24
Properties=species:S:1:pos:R:3:forces:R:3:nbo_charge:R:1 method="wB97M-V/def2-TZVPD" smiles="Cc1nc(N)nc2c1N/C(=N/N)CS2" e_tot_ev=-27195.17494 lumo_ev=0.7
C 1.355 0.646 0.226 -2.5 -1.5 -0.2 0.09
N 1.993 3.485 -1.596 -0.1 1.6 -0.3 -0.78
N 0.237 2.239 -1.576 -3.5 0.9 -1.4 -0.51
H -2.081 1.873 -2.444 0.1 0.7 0.1 0.24
N -0.744 -4.001 1.413 1.2 1.2 0.1 -0.66
H -0.095 -3.888 2.192 -0.6 -0.7 0.0 0.34
C -1.912 1.199 -1.625 0.3 -0.2 1.0 -0.65
H 0.480 -1.640 2.833 0.6 -0.1 -0.1 0.24
H -1.848 -0.596 0.248 0.0 0.5 -0.5 0.42
H 2.838 3.719 -1.126 0.3 0.8 0.3 0.39
N -0.868 -0.501 0.447 0.5 -0.1 1.1 -0.59
H -2.697 1.328 -0.826 0.9 -0.1 -0.7 0.22
C -0.471 1.268 -1.106 -3.1 0.4 0.0 0.25
S 2.093 -0.311 1.510 -0.3 -1.0 0.0 0.26
C -0.033 0.509 -0.058 0.6 -1.4 0.2 0.00
C -0.375 -1.657 0.991 -2.0 -5.0 -0.4 0.33
H 1.166 4.091 -1.629 1.5 0.9 -0.4 0.40
H -2.031 0.249 -2.079 -0.5 -1.4 -0.2 0.22
C 1.410 2.384 -1.116 1.0 0.6 -2.5 0.54
C 0.850 -1.742 1.799 0.6 1.9 0.2 -0.56
N 2.042 1.491 -0.502 3.7 -2.1 4.2 -0.51
N -1.107 -2.785 0.854 0.5 3.1 -0.4 -0.31
H 1.314 -2.712 1.641 0.4 0.2 0.0 0.24
H -1.516 -4.649 1.527 0.2 0.6 0.1 0.38